{
  "formula": "C31H49LaN2O6P4",
  "method": "ωB97M-V with the def2-TZVPD basis set",
  "homo_ev": -6.29,
  "lumo_ev": -0.582,
  "species": ["La", "C", "C", "C", "P", "C", "C", "C", "C", "C", "C", "C", "C", "C", "N", "C", "C", "C", "C", "C", "C", "P", "C", "C", "C", "C", "C", "C", "H", "H", "H", "H", "H", "H", "H", "H", "H", "H", "H", "H", "H", "H", "H", "H", "H", "H", "H", "H", "H", "H", "H", "H", "H", "H", "H", "H", "H", "H", "H", "H", "H", "H", "H", "H", "C", "C", "C", "C", "C", "H", "H", "H", "H", "H", "N", "C", "C", "P", "O", "O", "O", "P", "O", "O", "O", "H", "H", "H", "H", "H", "H", "H", "H"],
  "positions_angstrom": [[-0.0973, 0.7941, 0.5968], [-0.1636, -1.1167, 4.5221], [-0.3941, -2.4524, 3.8596], [0.8063, -3.3732, 4.1996], [-0.6915, -2.0961, 1.9679], [-2.3349, -2.9694, 1.6472], [-2.5922, -3.1199, 0.1349], [-2.5935, -4.1705, 2.5264], [0.5883, -2.9137, 0.9664], [0.9533, -4.2765, 1.2358], [2.0848, -4.8136, 0.6016], [2.7847, -4.1219, -0.4070], [2.1754, -2.9718, -0.8527], [0.9709, -2.3883, -0.3016], [0.4284, -1.2871, -0.9172], [0.0165, -1.4231, -2.2639], [-0.2999, -2.6548, -2.8680], [-0.7327, -2.8583, -4.1646], [-0.9578, -1.7356, -4.9804], [-0.6300, -0.4861, -4.4898], [-0.1670, -0.2894, -3.1696], [0.2241, 1.4098, -2.6004], [2.0275, 1.5866, -3.2722], [3.0360, 1.4766, -2.1537], [2.3500, 0.7673, -4.5499], [-0.7651, 2.6564, -3.7191], [-2.2435, 2.3292, -3.8112], [-0.1491, 3.1471, -5.0146], [-0.2751, -1.1894, 5.5912], [-0.8018, -0.2456, 4.3602], [0.8595, -0.7706, 4.2857], [-1.2814, -2.9359, 4.2051], [1.7318, -3.0673, 3.6912], [0.6193, -4.4585, 4.0008], [1.0566, -3.3178, 5.2922], [-3.0622, -2.1976, 1.9259], [-2.0084, -3.9396, -0.3188], [-2.4003, -2.1672, -0.4134], [-3.6400, -3.4171, -0.0833], [-1.7116, -4.8493, 2.7363], [-3.4042, -4.8637, 2.1197], [-2.9203, -3.9803, 3.5757], [0.5101, -4.9326, 1.9850], [2.2984, -5.8674, 0.8126], [3.7630, -4.4309, -0.7063], [2.6306, -2.3755, -1.6697], [-0.0530, -3.5029, -2.2514], [-0.8087, -3.8850, -4.5211], [-1.1896, -1.8874, -6.0091], [-0.6936, 0.3891, -5.1155], [1.9407, 2.5941, -3.6190], [2.7956, 0.7110, -1.4726], [3.0710, 2.4306, -1.5476], [4.0470, 1.1892, -2.5550], [2.3102, -0.2981, -4.3200], [3.3616, 0.9618, -4.8454], [1.6561, 0.9996, -5.3619], [-0.7158, 3.6257, -3.0768], [-2.4611, 1.5176, -4.5042], [-2.8890, 3.1757, -4.0834], [-2.6190, 1.9598, -2.8528], [0.3041, 2.2761, -5.5223], [0.7742, 3.7699, -4.8714], [-0.9585, 3.5956, -5.5890], [-3.8791, 0.0726, 0.3385], [-4.0470, 0.7561, 1.5015], [-3.3533, 2.0364, 1.3422], [-2.7772, 2.0654, 0.0653], [-3.0160, 0.8356, -0.5222], [-4.2513, -0.8964, 0.0987], [-4.6258, 0.4606, 2.3791], [-3.3664, 2.8839, 2.0774], [-2.1509, 2.8590, -0.3819], [-2.6381, 0.4381, -1.5007], [2.1534, 4.8980, 2.7815], [1.9824, 3.3816, 2.8341], [3.0157, 2.8021, 3.8054], [2.1928, 2.8611, 1.1504], [0.6760, 3.1935, 0.4646], [2.0885, 1.3416, 1.1167], [3.3017, 3.6091, 0.4805], [0.1697, 3.1135, 3.1778], [0.1507, 3.2877, 4.8114], [-0.5344, 4.2358, 2.4338], [-0.3850, 1.7230, 2.8566], [3.0497, 5.0855, 2.3077], [2.0633, 5.2556, 3.7329], [1.3621, 5.2616, 2.1972], [2.8422, 1.7514, 4.0017], [3.0865, 3.4026, 4.7155], [4.0285, 2.7988, 3.4554], [0.0690, 3.7992, 1.0495], [-0.6777, 3.4220, 5.2356]],
  "atomic_forces_ev_per_a": [[-2.93, -1.87, -1.10], [0.43, 1.07, 0.51], [1.06, 0.01, -1.46], [0.11, -0.53, 0.68], [-0.35, 0.18, 0.40], [-0.20, 1.00, -0.19], [0.04, -0.58, -0.54], [-0.36, -2.64, 0.85], [-1.29, -1.72, -0.48], [2.12, 0.61, -0.79], [-1.02, -0.94, 0.12], [-1.51, 0.66, 1.16], [0.15, 0.93, -0.84], [1.75, -0.96, 0.81], [-0.99, 1.08, -0.75], [-0.29, 1.48, -0.92], [0.73, -0.54, 0.80], [0.15, 0.95, 0.14], [0.76, -0.85, 0.41], [0.18, -0.12, 1.17], [-0.30, -0.56, 0.66], [0.46, -0.20, -0.95], [-1.30, -0.16, -0.64], [1.17, 1.28, -0.34], [-0.67, -0.30, 1.24], [0.54, 1.97, 2.28], [-0.57, -0.66, 0.31], [1.55, -1.31, -0.23], [0.49, -0.49, 0.73], [-0.34, -0.43, -0.99], [-0.29, -0.09, 0.22], [-0.66, -0.07, 0.24], [-0.35, -0.14, -0.09], [0.11, 1.00, 0.00], [-0.45, 0.11, -0.73], [0.15, 0.08, 0.24], [0.17, 0.44, 0.19], [0.02, -0.75, 0.44], [0.38, 0.35, 0.43], [-0.63, 0.70, -0.77], [0.97, 0.97, 0.23], [-0.01, 0.51, -0.86], [-0.19, 0.69, -0.12], [0.32, 0.46, 0.09], [0.25, -0.23, -0.54], [-0.31, -0.51, 0.48], [-0.25, -0.49, 0.02], [-0.26, 0.33, -0.04], [-0.39, 0.10, -0.58], [-0.13, -0.02, -0.21], [0.45, 0.97, -0.04], [-0.43, -1.18, 0.90], [0.29, -1.05, -0.82], [-0.74, 0.65, 0.36], [-0.21, -0.10, -0.16], [0.60, 0.38, -0.32], [0.29, -0.23, 0.12], [-0.13, -1.64, -0.42], [0.11, 0.02, -0.22], [0.46, 0.02, -0.04], [0.03, 0.20, -0.02], [-0.75, 0.45, -0.48], [-1.28, 0.05, -0.05], [0.48, 0.27, -0.31], [1.57, -0.23, -1.46], [0.47, 2.64, 1.16], [-0.88, -0.02, 1.62], [1.42, 0.87, 0.36], [-0.29, -2.44, -1.61], [-0.24, -0.50, -0.09], [0.17, 0.13, -0.35], [0.08, -1.01, -0.82], [-0.57, -0.17, 0.26], [-0.56, 0.60, 0.85], [-0.65, -0.48, -0.56], [-0.19, 0.42, 1.24], [-0.10, 0.09, 0.15], [-0.02, -0.90, -3.66], [1.10, 1.17, 0.97], [1.46, 0.80, 0.58], [-1.12, -0.26, 1.36], [-2.79, -1.26, 1.54], [1.88, 0.16, -1.80], [1.09, 0.09, 0.71], [1.79, 1.63, 0.46], [-0.11, 0.16, 0.19], [0.23, 0.34, -0.14], [0.46, -0.02, 0.63], [-0.52, -0.04, 0.32], [-0.56, -0.31, 0.22], [0.56, 0.29, -0.94], [0.41, -0.48, -0.66], [-1.31, 0.11, 0.28]],
  "mulliken_charge": [2.175, -1.652, 0.635, -1.491, 0.310, 0.718, -1.387, -1.194, 0.341, -0.513, -0.941, -0.855, 0.109, -0.903, 1.401, -1.046, -0.318, -0.872, -1.117, -1.003, 1.056, 0.618, 0.575, -0.863, -1.664, 0.310, -1.396, -1.376, 0.517, 0.234, 0.298, 0.504, 0.278, 0.310, 0.414, 0.085, 0.354, -0.129, 0.534, 0.137, 0.358, 0.380, 0.399, 0.346, 0.483, 0.279, 0.369, 0.373, 0.402, 0.416, 0.442, 0.085, 0.030, 0.434, 0.217, 0.571, 0.256, 0.239, 0.301, 0.497, 0.274, 0.117, 0.316, 0.439, -1.573, -0.727, -0.502, -0.556, 0.069, 0.766, 0.429, 0.366, 0.845, 0.252, -0.176, 0.299, -1.652, 1.112, -0.777, -0.741, -0.858, 0.474, -0.595, -0.830, 0.041, 0.382, 0.354, 0.391, 0.302, 0.400, 0.487, 0.417, 0.384]
}

***

{
  "formula": "C3H9BO",
  "method": "ωB97M-V with the def2-TZVPD basis set",
  "smiles": "CCB(C)O",
  "homo_ev": -9.77,
  "lumo_ev": 0.539,
  "species": ["C", "C", "B", "C", "O", "H", "H", "H", "H", "H", "H", "H", "H", "H"],
  "positions_angstrom": [[0.9907, 0.7414, -1.3741], [-0.4342, 0.7307, -0.8454], [-0.7940, -0.2736, 0.4403], [0.4144, -1.0034, 1.3989], [-2.1146, -0.3229, 0.7065], [1.2401, -0.0938, -2.0327], [1.2041, 1.6872, -1.8739], [1.8296, 0.7886, -0.5162], [-0.7356, 1.7156, -0.5328], [-1.0773, 0.3841, -1.7304], [0.0578, -0.8375, 2.4366], [1.3200, -0.6187, 1.1268], [0.4884, -2.0714, 1.2707], [-2.3893, -0.8262, 1.5258]],
  "atomic_forces_ev_per_a": [[2.31, 0.77, 2.06], [-0.62, -2.57, -0.13], [2.33, 0.25, -0.52], [-4.70, 0.13, -0.33], [-0.94, -0.98, 1.66], [-0.08, 0.10, 0.14], [-0.13, -0.16, -0.47], [-1.87, -0.44, -1.62], [-0.32, 0.51, -0.04], [0.41, 0.75, 1.31], [0.80, 0.09, -0.33], [2.44, 1.29, -0.11], [-0.25, -0.52, -0.19], [0.63, 0.77, -1.43]],
  "nbo_charge": [-0.597, -0.752, 0.973, -0.967, -0.883, 0.206, 0.206, 0.184, 0.229, 0.225, 0.221, 0.226, 0.233, 0.495]
}

***

{
  "formula": "C5H6O",
  "method": "ωB97M-V with the def2-TZVPD basis set",
  "homo_ev": [-7.52, -7.52],
  "lumo_ev": [-0.623, -0.623],
  "species": ["C", "C", "C", "O", "C", "C", "H", "H", "H", "H", "H", "H"],
  "positions_angstrom": [[-1.1866, -0.2585, 0.6024], [0.0124, 0.6881, 0.4584], [1.2894, 0.2836, 0.8756], [1.7496, -0.4967, -0.0693], [0.7264, -0.1758, -1.0177], [0.5011, -0.5212, -2.2090], [-1.8814, -0.0887, -0.2258], [-0.8871, -1.3091, 0.5769], [-1.7049, -0.0616, 1.5476], [-0.2639, 1.7251, 0.6681], [1.9704, 0.5686, 1.6737], [-0.3254, -0.3538, -2.8809]],
  "atomic_forces_ev_per_a": [[-0.10, -0.10, 0.02], [0.03, 0.12, 0.16], [-0.01, 0.05, -0.02], [-0.07, 0.04, 0.09], [-0.06, -0.19, -0.50], [-0.02, 0.16, 0.31], [0.12, -0.03, 0.10], [-0.02, 0.15, 0.00], [0.08, -0.01, -0.15], [0.05, -0.14, -0.04], [-0.10, -0.04, -0.09], [0.09, -0.01, 0.11]],
  "nbo_charge": [-0.583, -0.402, 0.322, -0.395, 0.125, -0.377, 0.226, 0.224, 0.210, 0.239, 0.202, 0.210]
}

***

{
  "formula": "C29H23N3O5PPtS3",
  "method": "ωB97M-V with the def2-TZVPD basis set",
  "homo_ev": -4.85,
  "lumo_ev": 2.405,
  "total_charge": -1,
  "species": ["Pt", "O", "C", "C", "C", "C", "C", "C", "C", "O", "N", "N", "C", "S", "C", "C", "S", "H", "H", "H", "H", "H", "H", "H", "H", "H", "O", "S", "O", "O", "C", "C", "C", "C", "C", "C", "P", "C", "C", "C", "C", "C", "C", "C", "C", "C", "C", "C", "C", "H", "H", "H", "H", "H", "H", "H", "H", "H", "H", "H", "H", "H", "H", "N", "C"],
  "positions_angstrom": [[-0.9384, -0.0075, 0.4287], [1.3301, 3.2765, -2.9714], [1.0327, 4.3234, -2.1808], [1.6977, 5.5327, -2.3965], [1.4250, 6.6287, -1.5987], [0.4877, 6.5412, -0.5725], [-0.1733, 5.3432, -0.3605], [0.0774, 4.2268, -1.1529], [-0.6344, 2.9306, -0.9253], [-0.2855, 1.9278, -1.6136], [-1.5919, 2.9666, -0.0151], [-2.1971, 1.7304, 0.1913], [-3.4081, 1.8647, 0.5735], [-4.4849, 0.5168, 0.8414], [-5.9444, 1.5214, 1.2327], [-5.4837, 2.8773, 1.7331], [-4.1129, 3.4726, 0.7090], [0.7455, 2.5281, -2.6079], [2.4268, 5.5802, -3.1955], [1.9512, 7.5601, -1.7747], [0.2821, 7.3971, 0.0576], [-0.9006, 5.2395, 0.4347], [-6.5030, 0.9959, 2.0071], [-6.5684, 1.6110, 0.3436], [-5.1397, 2.8014, 2.7648], [-6.2836, 3.6169, 1.6846], [-3.2704, -2.3844, 0.2531], [-2.4807, -2.4283, -0.9487], [-3.1349, -2.9084, -2.1365], [-1.7557, -1.1294, -1.2172], [-1.2445, -3.6533, -0.5587], [-1.5815, -4.9616, -0.8831], [-0.7658, -6.0114, -0.4964], [0.3875, -5.7564, 0.2296], [0.7309, -4.4503, 0.5420], [-0.0725, -3.3817, 0.1480], [0.5273, -1.6785, 0.4183], [1.5873, -1.3836, -1.0302], [2.2580, -0.1618, -1.0859], [3.0669, 0.1377, -2.1696], [3.1996, -0.7754, -3.2076], [2.5249, -1.9860, -3.1616], [1.7194, -2.2936, -2.0719], [1.6687, -1.8455, 1.8121], [1.1297, -1.8205, 3.0963], [1.9516, -1.9942, 4.1979], [3.3163, -2.1850, 4.0230], [3.8582, -2.2018, 2.7459], [3.0364, -2.0336, 1.6390], [-2.4897, -5.1358, -1.4437], [-1.0356, -7.0270, -0.7563], [1.0269, -6.5696, 0.5485], [1.6422, -4.2591, 1.0943], [2.1136, 0.5739, -0.3034], [3.5640, 1.0981, -2.2125], [3.8187, -0.5338, -4.0627], [2.6142, -2.6914, -3.9780], [1.1877, -3.2362, -2.0469], [0.0721, -1.6300, 3.2316], [1.5283, -1.9553, 5.1929], [3.9605, -2.3054, 4.8851], [4.9233, -2.3382, 2.6073], [3.4618, -2.0409, 0.6433], [0.2945, 1.4261, 2.8805], [-0.1454, 0.9081, 1.9453]],
  "atomic_forces_ev_per_a": [[-0.40, -0.03, -0.45], [-0.13, -0.08, 0.13], [0.02, -0.06, -0.04], [-0.03, 0.04, 0.05], [-0.01, -0.03, 0.00], [0.01, 0.00, -0.01], [0.01, 0.04, 0.01], [0.01, 0.04, 0.01], [-0.12, 0.06, 0.07], [0.07, -0.19, 0.00], [0.30, -0.11, -0.25], [0.24, 0.00, 0.27], [-0.21, 0.01, -0.27], [0.12, -0.26, 0.32], [0.01, 0.08, -0.04], [-0.07, 0.00, -0.01], [0.05, -0.05, 0.09], [0.14, 0.08, -0.06], [0.00, 0.00, 0.00], [0.00, 0.00, 0.00], [0.00, 0.00, 0.00], [0.01, 0.01, -0.02], [-0.02, -0.04, -0.04], [0.03, 0.04, -0.02], [0.00, 0.01, 0.01], [-0.01, -0.02, 0.00], [-0.16, 0.09, 0.25], [-0.08, 0.55, -0.18], [0.11, 0.11, -0.11], [-0.15, -0.43, 0.25], [0.13, -0.03, 0.03], [0.02, -0.02, -0.01], [0.01, 0.01, 0.02], [0.01, 0.03, 0.01], [0.08, -0.03, 0.02], [-0.08, 0.06, -0.04], [0.14, 0.19, -0.10], [0.04, -0.04, 0.11], [-0.05, 0.08, -0.11], [-0.03, 0.01, 0.06], [0.02, -0.02, -0.02], [-0.01, 0.02, 0.04], [0.04, 0.00, -0.03], [-0.01, -0.05, 0.08], [0.03, 0.04, 0.03], [0.01, 0.00, -0.04], [-0.02, 0.00, -0.01], [-0.02, 0.01, -0.01], [0.01, 0.00, 0.06], [0.01, 0.02, 0.00], [0.00, 0.00, 0.00], [0.00, 0.00, 0.00], [-0.02, -0.01, -0.01], [0.00, -0.01, 0.03], [-0.02, 0.00, -0.03], [-0.01, 0.00, 0.00], [0.00, 0.00, 0.00], [0.01, 0.01, 0.00], [0.00, -0.01, -0.01], [0.01, 0.00, 0.00], [0.00, 0.00, 0.00], [0.00, 0.00, 0.00], [-0.01, 0.00, 0.00], [0.06, -0.04, -0.03], [-0.08, -0.07, 0.01]],
  "nbo_charge": [0.582, -0.707, 0.340, -0.297, -0.192, -0.284, -0.157, -0.150, 0.578, -0.754, -0.488, -0.362, -0.066, 0.342, -0.536, -0.553, 0.313, 0.513, 0.209, 0.196, 0.200, 0.234, 0.224, 0.214, 0.214, 0.223, -0.973, 2.422, -0.969, -0.989, -0.296, -0.183, -0.199, -0.233, -0.133, -0.382, 1.166, -0.396, -0.169, -0.204, -0.197, -0.235, -0.131, -0.387, -0.168, -0.194, -0.200, -0.238, -0.143, 0.247, 0.211, 0.210, 0.216, 0.241, 0.226, 0.209, 0.209, 0.211, 0.240, 0.214, 0.208, 0.210, 0.218, -0.509, 0.034]
}